(A)
Here is 3 unconnected molecules or ions with the total composition C7H17NO2 from the OMol25 dataset. Energies are from ωB97M-V with the def2-TZVPD basis set.

Multiplicity ... 1
LUMO ... 0.7 eV
HOMO ... -0.304 Eh
Kohn-Sham gap ... 8.94 eV
Molar mass ... 147.22 g/mol

Last column: natural (NBO) charge in e.
Cartesian coordinates (Å):
C1 1.7575 1.1276 0.5529  0.0981
C2 1.4448 0.0118 1.4980  -0.6549
C3 2.7445 1.0519 -0.3415  -0.5120
C4 0.8379 2.3054 0.6305  -0.6658
N1 -0.4743 -0.2390 -2.7455  -0.5310
O1 0.3744 -0.1887 -1.6148  -0.6336
H1 0.0076 -0.7060 -3.5076  0.3392
H2 -0.7200 0.7080 -3.0274  0.3374
H3 1.5512 0.3590 2.5287  0.2188
H4 2.1041 -0.8353 1.3421  0.2146
H5 0.4140 -0.3162 1.3641  0.2339
H6 3.4393 0.2274 -0.3417  0.2023
H7 3.0165 1.8996 -0.9526  0.1988
H8 1.2197 0.3509 -1.6945  0.4905
H9 -0.1893 1.9931 0.4470  0.2481
H10 0.8751 2.7381 1.6308  0.2181
H11 1.1139 3.0766 -0.0853  0.2089
C5 -1.3927 -2.4330 0.2072  -0.6566
C6 -2.5989 -0.2876 0.7869  0.1427
C7 -2.3452 -1.5758 0.9835  -0.3182
O2 -2.0598 0.5357 -0.1445  -0.7086
H12 -1.4363 0.0430 -0.7060  0.5011
H13 -3.3216 0.2408 1.3945  0.1753
H14 -2.9095 -2.0795 1.7549  0.2037
H15 -0.7183 -2.9529 0.8889  0.2123
H16 -1.9422 -3.1912 -0.3525  0.2149
H17 -0.7922 -1.8635 -0.4963  0.2218

(B)
Here is 3 unconnected molecules or ions with the total composition C7H17NO2 from the OMol25 dataset. Energies are from ωB97M-V with the def2-TZVPD basis set.

Multiplicity ... 1
LUMO ... 0.7 eV
HOMO ... -0.331 Eh
Kohn-Sham gap ... 9.65 eV
Molar mass ... 147.22 g/mol

Last column: natural (NBO) charge in e.
Cartesian coordinates (Å):
C1 1.6773 -0.1130 2.0511  -0.2190
C2 0.4121 0.7300 1.9804  -0.4571
C3 0.0560 1.1027 0.5376  0.0471
C4 0.9732 1.3242 -0.3794  -0.4404
C5 -1.4326 1.3248 0.3728  -0.4884
C6 -1.9009 1.8923 -0.9593  -0.1416
C7 -1.5518 1.4656 -2.1559  -0.4005
N1 1.6489 -1.2892 1.1355  -0.8573
H1 2.5808 0.3977 1.7213  0.1832
H2 1.9055 -0.5643 3.0112  0.2008
H3 0.5207 1.6908 2.4774  0.2199
H4 -0.3646 0.1695 2.4702  0.2116
H5 2.0229 1.1749 -0.1690  0.1991
H6 0.8656 1.6528 -1.4021  0.2112
H7 -2.0105 0.4017 0.4639  0.2327
H8 -1.6964 2.0308 1.1480  0.2195
H9 -2.5720 2.7354 -0.8383  0.1991
H10 -0.9483 0.5717 -2.2377  0.1478
H11 -2.0109 1.7168 -3.1000  0.2090
H12 1.0605 -1.1724 0.3275  0.3573
H13 1.3329 -2.1122 1.6242  0.3627
H14 -1.0697 -3.3382 -0.2891  0.4811
H15 0.3999 -3.8606 -0.1897  0.4748
O1 -0.3484 -3.5243 0.3134  -0.9535
H16 -0.3063 -0.8490 -2.8566  0.4688
H17 0.7319 -1.8110 -2.2055  0.4740
O2 0.0242 -1.7476 -2.8517  -0.9416

Computed stability ranking, most favorable first: (B), (A)

(A)
Here is a molecular structure, C7H17NO2 from the OMol25 dataset. Energies are from ωB97M-V with the def2-TZVPD basis set.

Multiplicity ... 1
LUMO ... 0.8 eV
HOMO ... -0.319 Eh
Kohn-Sham gap ... 9.49 eV
Molar mass ... 147.22 g/mol

Last column: natural (NBO) charge in e.
Cartesian coordinates (Å):
C1 1.8363 0.0046 0.4836  0.1570
C2 2.1536 -1.4715 0.2780  -0.6223
C3 2.8138 0.6138 1.4999  -0.6249
C4 0.4128 0.2773 1.0250  0.3949
O1 1.9469 0.6727 -0.7677  -0.7411
O2 0.0279 1.4538 1.0917  -0.7418
H1 1.5623 1.5495 -0.6157  0.4850
H2 0.0801 -0.4670 1.7750  0.1069
H3 1.5430 -1.9078 -0.5060  0.2010
H4 2.5759 1.6648 1.6499  0.2288
H5 3.1968 -1.5718 -0.0121  0.2238
H6 1.9916 -2.0185 1.2043  0.2137
H7 3.8349 0.5278 1.1322  0.2134
H8 2.7304 0.1004 2.4551  0.2086
C5 -1.8727 0.3926 -0.5730  -0.0638
C6 -2.9972 -0.3232 0.1598  -0.6199
C7 -2.1857 0.6280 -2.0435  -0.6149
N1 -0.6043 -0.4266 -0.4306  -0.7136
H9 -1.6754 1.3578 -0.0862  0.2459
H10 -0.7752 -1.4227 -0.3579  0.3837
H11 0.0434 -0.2277 -1.1889  0.4115
H12 -2.7135 -0.4777 1.2036  0.2197
H13 -2.3746 -0.3131 -2.5533  0.2001
H14 -3.2209 -1.2906 -0.3024  0.1976
H15 -3.9001 0.2821 0.1443  0.2217
H16 -3.0687 1.2585 -2.1374  0.2168
H17 -1.3614 1.1346 -2.5279  0.2123

(B)
Here is a molecular structure, C7H17NO2 from the OMol25 dataset. Energies are from ωB97M-V with the def2-TZVPD basis set.

Multiplicity ... 1
LUMO ... 0.8 eV
HOMO ... -0.311 Eh
Kohn-Sham gap ... 9.29 eV
Molar mass ... 147.22 g/mol

Last column: natural (NBO) charge in e.
Cartesian coordinates (Å):
C1 1.0179 0.8281 0.9621  -0.0121
C2 0.8808 -2.5473 -0.4344  -0.2313
C3 1.9612 1.1339 -0.1647  -0.6697
C4 0.7923 1.9784 1.9146  -0.6608
O1 0.4177 -1.2567 -0.2662  -0.7356
H1 1.2715 -0.0847 1.4874  0.2113
H2 0.4764 -2.9848 -1.3678  0.1378
H3 0.6671 -3.2175 0.4147  0.1451
H4 1.9838 -2.5396 -0.5142  0.1724
H5 2.3037 0.2198 -0.6495  0.2289
H6 1.4955 1.7977 -0.8952  0.2258
H7 2.8715 1.6043 0.2327  0.2054
H8 1.7405 2.1920 2.4299  0.2067
H9 0.0711 1.7249 2.6938  0.2042
H10 0.4542 2.8722 1.3867  0.2188
C5 -2.1355 -1.3819 0.0325  -0.6422
C6 -1.1656 -0.3867 -0.5602  0.4312
N1 -1.2829 -0.2534 -1.9538  -0.8225
C7 -0.9178 0.8498 0.1599  0.0247
O2 -0.8208 2.0243 -0.6293  -0.7344
H11 -1.6416 2.1077 -1.1408  0.4762
H12 -0.5722 0.3732 -2.3188  0.3888
H13 -1.2024 -1.1479 -2.4229  0.3808
H14 -1.5122 0.9982 1.0572  0.1800
H15 -3.1651 -1.0242 -0.0822  0.2174
H16 -2.0654 -2.3527 -0.4630  0.2215
H17 -1.9236 -1.5269 1.0917  0.2316

Computed stability ranking, most favorable first: (A), (B)

(A)
Here is a gas-phase ion, H2NOS2 (charge -1) from the OMol25 dataset. Energies are from ωB97M-V with the def2-TZVPD basis set.

Multiplicity ... 1
Charge ... -1
LUMO (spin up / spin down) ... 3.7 / 3.7 eV
HOMO (spin up / spin down) ... -0.072 / -0.072 Eh
Kohn-Sham gap (spin up / spin down) ... 5.67 / 5.67 eV
Molar mass ... 96.16 g/mol

Last column: natural (NBO) charge in e.
Cartesian coordinates (Å):
N1 0.1550 -0.4508 0.0290  -0.3617
O1 0.4237 -1.6585 0.5533  -0.7087
S1 1.4152 0.6833 0.5264  0.0077
S2 -1.4991 0.3277 0.2541  -0.1046
H1 1.2860 1.4412 -0.5479  0.0776
H2 -1.7808 -0.3429 -0.8148  0.0897

(B)
Here is a gas-phase ion, H2NOS2 (charge -1) from the OMol25 dataset. Energies are from ωB97M-V with the def2-TZVPD basis set.

Multiplicity ... 1
Charge ... -1
LUMO ... 3.7 eV
HOMO ... -0.151 Eh
Kohn-Sham gap ... 7.80 eV
Molar mass ... 96.16 g/mol

Last column: natural (NBO) charge in e.
Cartesian coordinates (Å):
N1 -0.2794 0.4681 0.9994  -1.1916
O1 1.1128 2.1349 -0.1109  -0.9884
S1 2.6162 -0.5939 0.1851  -0.7309
S2 0.7953 0.7038 -0.0497  1.6285
H1 -0.1025 -0.4824 1.1869  0.3410
H2 0.0013 0.4539 -1.3179  -0.0587

(C)
Here is a gas-phase ion, H2NOS2 (charge -1) from the OMol25 dataset. Energies are from ωB97M-V with the def2-TZVPD basis set.

Multiplicity ... 1
Charge ... -1
LUMO ... 3.7 eV
HOMO ... -0.159 Eh
Kohn-Sham gap ... 8.07 eV
Molar mass ... 96.16 g/mol

Last column: natural (NBO) charge in e.
Cartesian coordinates (Å):
N1 -0.4896 -0.7791 -0.6159  -1.1287
O1 2.1195 0.1409 0.1345  -0.9841
S1 0.4850 1.1145 -2.4987  -0.5613
S2 0.5905 0.3270 -0.7685  1.3927
H1 -0.3920 -0.9318 0.4279  0.3314
H2 0.1533 1.4659 0.0418  -0.0501

Computed stability ranking, most favorable first: (B), (C), (A)

(A)
Here is 2 unconnected molecules or ions with the total composition H2NOS2 from the OMol25 dataset. Energies are from ωB97M-V with the def2-TZVPD basis set.

Multiplicity ... 1
Charge ... -1
LUMO ... 3.7 eV
HOMO ... -0.122 Eh
Kohn-Sham gap ... 6.98 eV
Molar mass ... 96.16 g/mol

Last column: natural (NBO) charge in e.
Cartesian coordinates (Å):
N1 0.8541 0.5214 1.5690  -0.1304
O1 1.3797 0.5348 2.6707  -0.4541
S1 -0.5012 0.3563 -2.0662  -0.4317
S2 -0.1910 -0.7160 1.2142  -0.2733
H1 -0.5622 0.0145 -0.7326  0.1803
H2 -0.9793 -0.7110 -2.6552  0.1093

(B)
Here is 2 unconnected molecules or ions with the total composition H2NOS2 from the OMol25 dataset. Energies are from ωB97M-V with the def2-TZVPD basis set.

Multiplicity ... 1
Charge ... -1
LUMO (spin up / spin down) ... 1.6 / 1.6 eV
HOMO (spin up / spin down) ... -0.093 / -0.094 Eh
Kohn-Sham gap (spin up / spin down) ... 4.15 / 4.19 eV
Molar mass ... 96.16 g/mol

Last column: natural (NBO) charge in e.
Cartesian coordinates (Å):
N1 0.0180 1.9614 -0.2367  -0.9212
O1 -0.6922 -2.7205 -1.2388  -1.2608
S1 0.6906 -0.1798 1.7800  -0.4085
S2 -0.2114 0.4447 0.1219  0.8762
H1 0.6574 2.4752 0.2617  0.3475
H2 -0.4624 -1.9810 -0.6880  0.3667

Computed stability ranking, most favorable first: (A), (B)